This record from the Open Molecules 2025 dataset describes a 7-piece molecular cluster, C44H75N9O7 overall at a distorted geometry. The level of theory is ωB97M-V/def2-TZVPD.

## Properties
2S+1: 2
LUMO energy (spin up / spin down), hartree: -0.5326 / -0.5326
Net charge: +5

Geometry as XYZ:
```
135
Properties=species:S:1:pos:R:3:forces:R:3:mulliken_spin:R:1
N -1.198 -0.217 -1.662 1.32 0.40 0.33 0.00
O -0.347 0.578 -1.240 1.71 2.30 0.59 0.00
O -1.806 0.009 -2.671 -1.49 0.31 -1.72 0.00
O -1.317 -1.236 -1.013 -1.04 -3.11 1.25 0.00
C 2.760 -0.736 0.048 -0.37 0.29 -0.31 0.00
C 3.938 0.099 -0.618 -1.85 -0.53 2.16 0.00
C 3.989 1.488 0.190 0.46 -0.72 0.16 0.00
C 5.274 2.213 -0.054 2.16 -0.54 0.14 0.00
C 6.427 1.279 0.417 -1.87 1.37 0.72 0.00
C 6.605 0.026 -0.405 1.70 -0.85 0.29 0.00
N 5.237 -0.674 -0.457 0.20 -6.42 2.62 0.00
O 5.187 -2.014 -0.130 0.16 8.91 -2.36 0.00
C 7.572 -0.888 0.372 -0.45 -0.89 -0.12 0.00
C 7.154 0.320 -1.822 0.17 0.29 -0.69 0.00
C 3.660 0.307 -2.088 0.87 -0.07 -0.65 0.00
H 1.964 -0.080 0.401 0.27 0.76 -0.35 0.00
H 2.952 -1.325 0.945 0.84 -0.07 -0.16 0.00
H 2.178 -1.355 -0.635 0.55 -0.08 -0.24 0.00
H 3.895 1.205 1.238 0.36 -0.07 0.25 0.00
H 3.111 2.124 0.072 -0.24 -0.45 -0.97 0.00
H 5.474 3.103 0.543 -0.83 0.25 -0.11 0.00
H 5.470 2.460 -1.097 -0.40 0.26 -0.08 0.00
H 6.136 1.032 1.438 0.10 -0.50 0.18 0.00
H 7.343 1.846 0.588 0.34 -0.37 -0.75 0.00
H 7.186 -1.088 1.372 -0.26 -0.07 -0.01 0.00
H 8.573 -0.502 0.568 -0.14 0.53 -0.64 0.00
H 7.670 -1.843 -0.144 0.21 0.03 0.08 0.00
H 7.704 -0.498 -2.285 -0.53 -0.45 0.18 0.00
H 7.929 1.085 -1.779 -0.06 0.19 0.67 0.00
H 6.450 0.744 -2.539 -0.24 -0.27 0.14 0.00
H 3.968 -0.570 -2.657 -0.39 -0.23 -0.05 0.00
H 4.294 1.100 -2.485 -0.41 0.28 0.01 0.00
H 2.595 0.508 -2.200 0.10 0.14 -0.10 0.00
C -7.425 2.252 1.360 0.69 -0.10 0.34 -0.01
C -7.285 0.781 0.778 -0.50 -0.16 -0.33 0.00
C -6.791 0.797 -0.662 -0.56 0.31 -0.81 0.00
C -5.366 1.164 -0.835 0.36 -0.17 -0.67 0.00
C -4.540 0.044 -0.276 0.80 -0.11 1.01 0.00
C -4.699 -0.078 1.248 0.41 -1.00 0.41 0.00
N -6.273 -0.069 1.576 -1.56 -0.47 8.44 -0.11
O -6.681 -0.476 2.857 2.94 2.32 -8.80 0.14
C -4.101 1.241 1.893 -0.29 -0.54 0.97 -0.01
C -4.029 -1.425 1.842 0.20 1.18 0.10 0.00
C -8.623 0.059 0.746 -0.95 -0.08 0.52 0.00
H -8.326 2.757 1.013 -0.18 -0.61 -0.39 0.00
H -6.604 2.898 1.049 0.13 -0.20 -0.20 0.00
H -7.465 2.363 2.444 -0.01 -0.67 0.09 0.00
H -7.449 1.483 -1.194 -0.08 0.06 0.04 0.00
H -6.904 -0.164 -1.164 -0.45 -0.23 0.30 0.00
H -5.194 2.140 -0.382 0.50 -0.04 -0.08 0.00
H -5.075 1.171 -1.885 -0.37 0.53 -0.13 0.00
H -3.491 0.266 -0.473 0.19 -0.20 0.30 0.00
H -4.701 -0.921 -0.756 -0.37 0.09 -0.15 0.00
H -3.090 1.441 1.538 -0.05 -0.44 -0.46 0.00
H -3.989 1.139 2.972 -0.26 -0.24 0.11 0.00
H -4.644 2.177 1.761 -0.31 -0.36 -0.31 0.00
H -4.608 -2.349 1.830 -0.57 0.46 0.03 0.00
H -3.619 -1.254 2.837 -0.77 0.11 0.39 0.00
H -3.103 -1.718 1.347 -0.13 0.58 -1.02 0.00
H -9.316 0.582 0.087 0.37 0.29 -0.29 0.00
H -9.180 0.069 1.683 0.43 -0.31 0.24 0.00
H -8.539 -0.943 0.325 0.09 -0.06 0.30 0.00
C 2.358 -2.846 -7.052 1.40 0.26 0.09 0.00
N 2.548 -2.985 -5.548 -1.00 -0.42 -0.28 0.00
C 2.992 -4.174 -5.080 -0.91 0.50 2.25 0.00
C 2.779 -4.453 -3.692 0.95 -0.09 -2.07 0.00
C 2.145 -3.543 -2.874 1.25 -0.65 -0.73 0.00
C 1.701 -2.372 -3.401 -0.50 1.98 -0.96 0.00
C 1.947 -2.077 -4.721 -0.22 -1.21 -1.26 0.00
C 2.150 -3.771 -1.454 -0.13 -0.90 1.71 0.00
C 3.332 -4.049 -0.755 -0.89 0.41 1.20 0.00
C 3.277 -4.194 0.665 0.43 -1.29 -2.71 0.00
N 2.089 -4.281 1.258 0.45 1.40 -0.13 0.00
C 0.969 -4.033 0.580 -1.06 -0.11 0.40 0.00
C 0.949 -3.787 -0.752 -0.21 -0.05 -0.32 0.00
C 1.946 -4.591 2.664 0.87 -0.32 1.03 0.00
H 3.348 -2.986 -7.488 -0.11 -0.49 -0.12 0.00
H 2.112 -1.835 -7.374 -0.45 -0.04 0.60 0.00
H 1.639 -3.588 -7.398 0.09 0.14 0.14 0.00
H 3.452 -4.886 -5.749 -0.03 0.09 -0.19 0.00
H 3.138 -5.376 -3.262 0.08 -0.17 -0.26 0.00
H 1.158 -1.613 -2.857 -0.07 -0.04 0.39 0.00
H 1.547 -1.238 -5.270 0.03 0.31 0.39 0.00
H 4.258 -4.107 -1.309 0.21 0.00 0.33 0.00
H 4.164 -4.509 1.195 -0.03 0.29 0.36 0.00
H 0.072 -4.071 1.180 -0.15 -0.09 -0.14 0.00
H -0.015 -3.715 -1.234 -0.03 0.40 -0.13 0.00
H 2.935 -4.563 3.121 0.06 -0.72 -0.15 0.00
H 1.470 -5.572 2.679 0.10 0.09 0.68 0.00
H 1.435 -3.834 3.259 -0.66 0.00 -0.60 0.00
C 0.496 3.002 1.575 -0.72 0.10 0.20 0.00
C 0.485 3.610 0.183 1.76 0.09 -1.37 0.00
N -0.763 4.118 -0.276 -4.26 3.15 -0.07 0.00
C -1.938 3.363 -0.403 -0.44 1.89 -0.26 0.00
C -2.948 4.265 -0.703 -0.29 -2.18 -0.65 0.00
N -2.476 5.503 -0.854 4.21 0.89 1.94 0.00
C -1.124 5.473 -0.495 -1.61 -2.70 -0.32 0.00
C -3.310 6.683 -1.076 -1.10 0.56 -0.14 0.00
H -0.453 2.471 1.659 -0.07 -0.09 0.27 0.00
H 0.556 3.732 2.382 -0.12 0.21 -0.17 0.00
H 1.265 2.261 1.794 0.28 0.17 -0.65 0.00
H 0.722 2.915 -0.622 0.31 -0.68 0.40 0.00
H 1.167 4.434 -0.024 0.39 -0.02 0.69 0.00
H -2.002 2.288 -0.319 0.39 0.15 -0.09 0.00
H -3.984 4.109 -0.963 0.08 -0.36 0.12 0.00
H -0.498 6.337 -0.326 0.06 -0.11 -0.25 0.00
H -2.801 7.647 -1.096 0.54 -0.48 -0.23 0.00
H -4.057 6.793 -0.290 0.19 -0.36 0.29 0.00
H -3.893 6.536 -1.985 0.36 0.06 -0.20 0.00
C -0.277 -0.431 2.369 -0.13 -0.41 -1.36 0.00
C 0.686 0.101 3.345 0.73 0.24 1.89 0.00
N 0.697 -0.688 4.602 3.73 -0.48 2.02 0.00
C -0.288 -0.952 5.471 -2.65 -1.02 0.04 0.00
C 0.091 -1.891 6.389 0.78 1.21 0.34 0.00
N 1.453 -2.047 6.258 0.31 1.64 -1.77 0.00
C 1.839 -1.252 5.177 -1.75 -1.32 0.46 0.00
C 2.266 -2.758 7.293 0.40 -0.06 -0.34 0.00
H -1.283 -0.014 2.400 0.24 0.27 -0.11 0.00
H -0.410 -1.513 2.374 0.27 -0.09 0.26 0.00
H 0.273 -0.205 1.455 -1.19 0.05 -0.76 0.00
H 0.544 1.160 3.561 -0.35 -0.11 0.32 0.00
H 1.705 0.074 2.961 0.09 -0.37 0.09 0.00
H -1.280 -0.539 5.364 0.05 -0.05 -0.13 0.00
H -0.427 -2.278 7.254 -0.10 -0.06 -0.21 0.00
H 2.834 -1.159 4.766 -0.06 -0.08 0.19 0.00
H 3.318 -2.484 7.221 -0.20 0.30 -0.03 0.00
H 2.231 -3.841 7.173 -0.36 0.09 -0.25 0.00
H 1.875 -2.509 8.280 0.05 0.15 -0.18 0.00
C -4.064 1.919 -4.581 -0.99 -0.78 -0.18 0.01
C -4.268 3.092 -5.564 1.82 1.01 4.70 -0.02
O -4.353 2.784 -6.760 -0.50 -0.40 -2.63 0.86
O -4.196 4.255 -5.153 -0.50 -0.70 -0.89 0.13
H -3.436 1.101 -4.934 0.09 0.25 -0.25 0.00
H -5.042 1.471 -4.407 -0.25 -0.14 -0.27 0.00
H -3.748 2.187 -3.573 0.39 0.76 -0.40 0.02
```
Forces are in eV/Å.